{"formula": "C4H9NO2S", "method": "ωB97M-V/def2-TZVPD", "lumo_energy_ev": 0.930, "total_energy_ha": -761.084442, "relative_energy_kj_mol": 469.9, "homo_lumo_gap_ev": 9.424, "symbols": ["C", "C", "C", "C", "N", "O", "O", "S", "H", "H", "H", "H", "H", "H", "H", "H", "H"], "xyz": [[1.772701, -1.225197, -0.150128], [1.346002, 0.248781, -0.154095], [0.417558, -1.953040, -0.372123], [-2.146758, 1.693337, 0.778101], [-0.259237, 0.079153, 0.499895], [-0.447693, 1.931260, -1.308108], [-0.481023, -1.252890, 0.493661], [-1.381745, 0.947054, -0.678504], [2.564375, -1.483148, -0.869797], [1.993960, -1.558164, 0.825301], [1.727028, 0.984469, 0.542943], [1.033718, 0.636001, -1.211616], [0.130931, -1.772295, -1.463495], [0.431774, -2.955283, -0.137508], [-2.684600, 0.946140, 1.384496], [-2.749515, 2.586356, 0.506397], [-1.267477, 2.147466, 1.314578]], "forces_ev_per_angstrom": [[-1.3, 0.5, -0.4], [-4.0, -0.6, -1.0], [0.3, 3.8, -2.6], [0.7, 1.9, 0.2], [2.7, 1.4, -1.5], [-1.3, 0.1, 0.2], [-0.4, -2.4, 0.2], [1.2, -0.2, 0.7], [-0.4, 0.1, 0.2], [1.1, -0.1, 1.3], [0.6, -0.1, -0.4], [1.6, -0.4, 2.0], [0.0, -0.5, 1.2], [-0.2, -2.1, 0.6], [0.3, 0.3, -0.4], [-0.1, -0.9, -0.1], [-0.8, -0.8, -0.2]]}

---

{"formula": "C29H32CoN10O3SSe", "method": "ωB97M-V/def2-TZVPD", "lumo_energy_ev": [-5.181, -5.211], "total_energy_ha": -6079.612145, "relative_energy_kj_mol": 18.5, "spin_multiplicity": 4, "homo_lumo_gap_ev": [7.891, 7.837], "total_charge": 2, "symbols": ["Co", "C", "N", "C", "C", "O", "C", "O", "C", "C", "O", "N", "C", "C", "H", "H", "H", "H", "H", "H", "H", "H", "H", "H", "H", "H", "H", "H", "H", "H", "Se", "N", "C", "C", "C", "C", "C", "N", "C", "C", "N", "C", "C", "C", "C", "C", "N", "H", "H", "H", "H", "H", "H", "N", "C", "C", "N", "C", "C", "N", "H", "H", "H", "H", "H", "S", "C", "N", "C", "C", "C", "C", "H", "H", "H", "H", "H"], "xyz": [[-0.622211, -0.014369, -0.484089], [1.032750, 4.379831, 2.070776], [0.716174, 3.763019, 0.787026], [0.834800, 4.598055, -0.404047], [0.375817, 2.485405, 0.680112], [0.113065, 1.949783, -0.406587], [0.237398, 1.709434, 1.981742], [-0.093830, 0.349120, 1.747236], [0.883912, -0.549144, 2.256102], [2.175801, -0.434976, 1.446065], [2.090790, 0.046473, 0.317533], [3.309130, -0.882452, 1.991236], [3.371194, -1.505296, 3.310726], [4.536061, -0.883386, 1.205198], [1.150572, 5.447572, 1.908632], [0.226226, 4.242367, 2.789780], [1.965930, 3.995507, 2.483644], [1.869839, 4.909850, -0.538101], [0.511294, 4.032941, -1.271090], [0.208054, 5.480628, -0.287765], [1.142074, 1.781328, 2.588579], [-0.577821, 2.163831, 2.554394], [1.014831, -0.386207, 3.325907], [0.471717, -1.549871, 2.117965], [2.948082, -0.862652, 4.080756], [2.871139, -2.474549, 3.326783], [4.418398, -1.663005, 3.556845], [4.359498, -0.366461, 0.267584], [5.322305, -0.371810, 1.760035], [4.852483, -1.907947, 1.008285], [-0.902750, -7.453181, 1.814862], [-2.114873, -6.152526, 1.775361], [-1.567084, -5.128838, 1.168830], [-2.258218, -3.861141, 0.935782], [-3.610307, -3.678246, 1.222401], [-4.190296, -2.471643, 0.906773], [-3.394695, -1.456605, 0.380631], [-2.092629, -1.591514, 0.153849], [-1.548181, -2.804701, 0.372833], [-0.181258, -3.006527, -0.126278], [0.359196, -1.977834, -0.793359], [1.531960, -2.152612, -1.388755], [2.243442, -3.345948, -1.317339], [1.712315, -4.393944, -0.595406], [0.465382, -4.232889, 0.008258], [-0.217558, -5.309433, 0.722686], [0.321819, -6.477362, 0.969542], [-4.177081, -4.491411, 1.654430], [-5.244640, -2.297236, 1.059791], [-3.827509, -0.502873, 0.129946], [1.920390, -1.305077, -1.936070], [3.190260, -3.438362, -1.827515], [2.226407, -5.341630, -0.502737], [-3.649721, 3.338700, 2.638220], [-3.381199, 2.995928, 1.346232], [-2.822888, 1.749213, 1.019093], [-2.487098, 1.444714, -0.225409], [-2.735233, 2.352869, -1.173445], [-3.300270, 3.572298, -0.841341], [-3.605021, 3.908747, 0.404686], [-3.776477, 2.615309, 3.325526], [-4.187919, 4.179670, 2.771479], [-2.621169, 1.010811, 1.785983], [-2.463422, 2.096372, -2.185957], [-3.505536, 4.309163, -1.606933], [-1.279682, -0.237562, -2.856610], [-0.151210, 0.468660, -3.916802], [-0.298371, 0.248134, -5.246821], [0.514261, 0.746014, -6.209019], [1.573062, 1.527610, -5.867192], [1.779860, 1.793594, -4.500947], [0.942337, 1.280715, -3.547050], [-1.083748, -0.333489, -5.521045], [0.262490, 0.482664, -7.225221], [2.222030, 1.926688, -6.629478], [2.610399, 2.418375, -4.201835], [1.084988, 1.493332, -2.495888]], "forces_ev_per_angstrom": [[-0.4, -0.3, -0.2], [0.0, 0.1, 0.0], [0.0, -0.1, -0.1], [0.0, 0.0, 0.0], [0.1, 0.1, 0.2], [0.1, -0.3, -0.2], [-0.2, 0.1, 0.1], [0.0, 0.0, -0.3], [-0.1, -0.2, 0.1], [-0.1, 0.0, -0.1], [0.0, 0.1, 0.0], [0.0, -0.1, 0.1], [0.0, 0.0, 0.0], [0.1, 0.0, 0.0], [0.0, 0.0, 0.0], [0.0, 0.0, 0.0], [0.0, 0.0, 0.0], [0.0, 0.0, 0.0], [0.0, 0.0, 0.0], [0.0, 0.0, 0.0], [0.0, 0.1, -0.1], [0.1, 0.0, 0.0], [0.0, 0.0, 0.0], [0.0, -0.1, 0.1], [0.0, 0.0, 0.0], [0.0, 0.0, 0.0], [0.0, 0.0, 0.0], [0.0, 0.0, 0.0], [0.0, 0.0, 0.0], [0.0, 0.0, 0.0], [0.0, 0.2, -0.1], [0.0, 0.1, -0.1], [-0.1, -0.1, 0.1], [0.0, -0.1, 0.1], [0.0, 0.0, 0.0], [0.1, 0.0, 0.0], [0.0, 0.0, 0.1], [0.0, -0.1, 0.0], [0.1, 0.0, -0.1], [-0.1, 0.0, 0.0], [0.2, 0.2, 0.3], [0.0, 0.0, 0.0], [-0.1, 0.0, 0.0], [0.0, 0.0, 0.0], [0.0, -0.2, 0.0], [0.1, -0.1, 0.0], [0.0, 0.1, 0.0], [0.0, 0.0, 0.0], [0.0, 0.0, 0.0], [0.0, 0.1, 0.0], [0.0, 0.0, 0.0], [0.0, 0.0, 0.0], [0.0, 0.0, 0.0], [0.1, 0.0, 0.1], [0.0, 0.0, 0.0], [0.0, 0.0, 0.0], [0.0, 0.1, 0.0], [0.0, -0.1, 0.0], [0.0, 0.0, 0.0], [0.0, 0.0, 0.0], [0.0, 0.0, 0.0], [0.0, 0.0, 0.0], [0.0, -0.1, 0.0], [0.0, 0.0, 0.0], [0.0, 0.0, 0.0], [0.0, 0.0, 0.0], [0.1, 0.1, 0.1], [-0.2, -0.1, 0.0], [0.0, 0.0, 0.0], [0.0, 0.0, 0.0], [0.0, 0.0, -0.1], [0.0, 0.0, 0.1], [0.1, 0.1, 0.0], [0.0, 0.0, 0.0], [0.0, 0.0, 0.0], [0.0, 0.0, 0.0], [0.0, 0.0, 0.0]]}

---

{"formula": "C8H27NO9S", "method": "ωB97M-V/def2-TZVPD", "lumo_energy_ev": [2.130, 2.128], "total_energy_ha": -1450.880756, "relative_energy_kj_mol": 18.3, "spin_multiplicity": 2, "homo_lumo_gap_ev": [2.762, 6.570], "total_charge": -1, "symbols": ["C", "O", "H", "H", "H", "H", "C", "O", "H", "H", "H", "H", "C", "O", "H", "H", "H", "H", "C", "O", "H", "H", "H", "H", "O", "S", "O", "O", "C", "C", "C", "H", "H", "H", "H", "H", "H", "H", "H", "C", "N", "O", "O", "H", "H", "H"], "xyz": [[21.074650, 33.119600, 13.133540], [20.031420, 32.323320, 13.109760], [20.797240, 34.082380, 12.704340], [21.436520, 33.222970, 14.156510], [21.859920, 32.617840, 12.568140], [19.186580, 32.772660, 13.186760], [20.335330, 26.450640, 11.508670], [19.536310, 26.555400, 10.305470], [21.179310, 27.138450, 11.560720], [19.801880, 26.430970, 12.459010], [20.870610, 25.501330, 11.489460], [19.190460, 27.449370, 10.252500], [15.509800, 30.179390, 12.267070], [16.184150, 30.586790, 13.350350], [15.433410, 30.940660, 11.490710], [16.032000, 29.276750, 11.949820], [14.454930, 29.967250, 12.441270], [16.178330, 29.784110, 13.876900], [19.311500, 30.333960, 11.029650], [19.048050, 29.450250, 9.950470], [19.368530, 29.729200, 11.934700], [20.257610, 30.846170, 10.854680], [18.413660, 30.938220, 11.159480], [19.456160, 29.816320, 9.162410], [20.878710, 28.832950, 17.162930], [19.664130, 29.586700, 16.715310], [18.363570, 29.372300, 17.324430], [20.023310, 31.242520, 16.899470], [19.043650, 32.221290, 16.623650], [19.762270, 33.538270, 16.958580], [19.580920, 29.578130, 14.832220], [18.166050, 31.925140, 17.198290], [18.754670, 32.274600, 15.574010], [20.665540, 33.792330, 16.403920], [19.972230, 33.755250, 18.005930], [19.080020, 34.369010, 16.778310], [19.575800, 28.525380, 14.549750], [20.498860, 30.110400, 14.582910], [18.649080, 30.025560, 14.486420], [21.303640, 31.615430, 5.935980], [21.479520, 30.478170, 6.892550], [20.682440, 30.539330, 7.859060], [22.282700, 29.598560, 6.673020], [21.435130, 32.558350, 6.466730], [20.343960, 31.411640, 5.461020], [22.041180, 31.499740, 5.141780]], "forces_ev_per_angstrom": [[2.7, 2.0, 0.1], [-4.2, -3.3, 0.0], [0.7, 0.4, -0.1], [0.4, 0.5, 0.2], [0.3, 0.4, -0.2], [0.1, 0.1, 0.0], [0.4, -0.6, -1.0], [0.7, -0.7, 1.7], [-0.3, 0.7, -0.1], [-0.5, 0.4, -0.1], [-0.3, -0.4, -0.3], [0.1, 0.7, -0.2], [-1.5, -1.0, -2.9], [1.1, 1.1, 3.0], [0.7, 0.0, -0.1], [-0.5, -0.1, -1.1], [-0.3, -0.4, 0.4], [0.4, 0.3, 0.7], [-0.5, -1.0, -0.5], [-0.4, -0.5, 0.7], [0.3, -0.1, 0.2], [-0.3, 0.4, 0.2], [0.3, 0.8, 0.1], [0.7, 0.1, -0.9], [-3.3, 2.2, -1.1], [1.8, 0.7, -0.3], [1.2, -0.1, -0.5], [0.9, -3.1, -0.2], [0.6, 0.6, 0.3], [-1.2, 1.2, 0.6], [0.1, -0.6, 1.9], [-0.2, 0.8, 0.2], [0.1, -0.4, -0.2], [-0.1, -0.7, -0.3], [0.2, -0.9, 0.2], [-0.3, 0.1, -0.5], [0.3, 0.1, 0.0], [-0.3, -0.1, -0.4], [0.3, 0.3, 0.2], [0.7, -2.0, 0.2], [-1.2, 4.7, -2.1], [-2.2, -0.1, 2.9], [3.1, -3.6, -0.8], [-0.5, 0.1, -0.1], [-0.5, 0.8, 0.1], [0.2, 0.1, 0.2]]}